Formula: C37H44BCaFN12O5S2
Source: the OMol25 dataset
Level of theory: ωB97M-V with the def2-TZVPD basis set

Element x y z (Å)
Ca: 1.3761 -2.2406 0.1743
C: -1.2951 3.4975 -3.8065
C: -2.4094 2.4636 -3.7538
N: -2.3936 1.6013 -2.5726
C: -1.5759 0.5172 -2.5634
C: -1.5531 -0.4242 -1.5949
C: -0.3996 -1.3712 -1.5146
O: -0.5749 -2.5679 -1.1775
O: 0.7573 -0.8652 -1.6383
C: -2.4784 -0.3383 -0.4747
O: -2.6191 -1.1820 0.4033
C: -3.1675 0.9640 -0.4002
C: -3.8431 1.2963 0.7716
C: -4.2687 2.5720 0.9850
F: -4.9325 2.8337 2.1446
C: -3.9902 3.6161 0.0827
C: -3.4760 3.2387 -1.1489
C: -3.0488 1.9293 -1.3982
N: -4.1681 4.9794 0.4259
C: -3.3745 5.9304 -0.3472
C: -1.8746 5.7545 -0.1144
N: -1.5102 5.6066 1.3423
C: -2.5365 5.0176 2.2716
C: -3.9598 5.3223 1.8350
H: -1.4058 4.1074 -4.7049
H: -0.3183 3.0153 -3.8305
H: -1.2972 4.1406 -2.9303
H: -2.3431 1.8029 -4.6188
H: -3.3917 2.9342 -3.8111
H: -0.8935 0.4514 -3.4024
H: -3.9804 0.5359 1.5292
H: -3.2708 3.9869 -1.8955
H: -3.7037 6.9286 -0.0552
H: -3.5777 5.8500 -1.4132
H: -1.3167 6.6096 -0.4922
H: -1.4939 4.8555 -0.5981
H: -1.2010 6.5014 1.7076
H: -0.6626 4.9218 1.3856
H: -2.3326 5.4185 3.2630
H: -2.3515 3.9435 2.2960
H: -4.1780 6.3860 1.9427
H: -4.6472 4.7903 2.4817
B: 4.1050 -4.4373 1.0317
N: 3.7655 -4.5845 -0.4783
C: 4.3997 -5.3035 -1.4132
C: 3.7224 -5.1676 -2.6126
C: 2.6571 -4.3187 -2.3022
N: 2.6917 -3.9769 -1.0156
N: 4.5151 -2.9615 1.3383
C: 5.6574 -2.5162 1.8729
C: 5.5471 -1.1510 2.0835
C: 4.2608 -0.8454 1.6337
N: 3.6501 -1.9412 1.1836
H: 5.0555 -5.1410 1.2747
H: 3.1216 -4.7079 1.6826
H: 5.2828 -5.8638 -1.1562
H: 3.9616 -5.6157 -3.5610
H: 1.8707 -3.9361 -2.9345
H: 6.4618 -3.2028 2.0760
H: 6.2774 -0.4877 2.5140
H: 3.7466 0.1036 1.6176
N: 6.0715 1.4680 -0.6131
C: 4.7474 1.8170 -0.3828
C: 4.4183 2.8184 0.5317
C: 3.0931 3.1540 0.7612
C: 2.0900 2.4991 0.0665
C: 2.4030 1.5053 -0.8605
C: 3.7216 1.1776 -1.0888
S: 0.3826 2.7549 0.3981
O: -0.2942 3.1827 -0.8105
O: 0.3478 3.8072 1.4588
N: -0.1779 1.3800 0.8331
C: 0.3307 0.7704 1.9419
S: 0.3976 1.5264 3.5189
C: 1.0051 0.0652 4.1940
C: 1.1277 -0.8636 3.2255
N: 0.7629 -0.4691 1.9557
H: 6.7062 1.6861 0.1387
H: 6.2019 0.5259 -0.9505
H: 5.2053 3.3191 1.0834
H: 2.8365 3.9048 1.4955
H: 1.6100 0.9633 -1.3655
H: 3.9659 0.3890 -1.7907
H: 1.2575 -0.0272 5.2364
H: 1.4947 -1.8690 3.3703
N: 0.2173 -3.6852 1.8025
C: -0.7125 -4.3048 1.4894
N: -1.7309 -5.0530 1.1514
C: -1.4473 -6.3800 0.5658
C: -2.3857 -6.6369 -0.6090
C: -2.5167 -5.3665 -1.4426
C: -3.2462 -4.2698 -0.6536
C: -3.0322 -4.4277 0.8545
H: -1.5421 -7.1474 1.3375
H: -0.4136 -6.3724 0.2164
H: -3.3682 -6.9561 -0.2497
H: -1.9809 -7.4653 -1.1924
H: -3.0389 -5.5701 -2.3781
H: -1.5184 -5.0068 -1.7070
H: -4.3218 -4.3040 -0.8478
H: -2.8763 -3.2936 -0.9574
H: -3.7983 -5.0626 1.3044
H: -3.0599 -3.4588 1.3484

Output
HOMO energy: -7.711 eV
energy relative to the best compared isomer or geometry (same formula, charge and spin): 0.00 kJ/mol
orbital gap: 7.5 eV

These are the Löwdin partial charges, in e, on atoms 1 to 99: 1.3525 -0.0652 -0.1857 -0.0301 0.0185 -0.0394 -0.6490 -0.0943 -0.1422 -0.3217 0.0540 -0.0687 0.0816 -0.1976 0.0443 -0.1427 0.0458 -0.1407 -0.0567 -0.1469 -0.0852 0.0549 -0.0789 -0.1415 0.0792 0.0820 0.0468 0.1224 0.1195 0.1517 0.1411 0.0940 0.1234 0.1208 0.1361 0.0770 0.1669 0.0796 0.1368 0.1274 0.1259 0.1181 -0.4263 -0.1018 -0.1000 -0.0784 -0.1658 -0.0554 -0.0945 -0.0978 -0.0751 -0.1761 -0.0424 0.0660 0.0565 0.1132 0.0827 0.1012 0.1135 0.0831 0.0949 0.1095 -0.3395 -0.0363 -0.0598 -0.2888 -0.0555 -0.0244 0.6127 -0.3176 -0.3817 -0.1167 -0.7014 1.0305 -0.4081 -0.2781 -0.0239 0.0873 0.0922 0.1098 0.1066 0.0858 0.1216 0.0600 0.0921 0.1164 -0.2530 -0.0725 -0.1289 -0.1830 -0.1827 -0.1652 -0.1239 0.1190 0.1280 0.1119 0.1126 0.1083 0.1042